Formula: C37H26F4HgN9O
Source: the OMol25 dataset
Level of theory: the ωB97M-V functional and the def2-TZVPD basis

The geometry in ORCA input format:
```
! RIJCOSX wB97M-V def2-TZVPD def2/J DEFGRID3
* xyz 0 2
Hg 0.80248 -0.79310 0.78930
C 2.09832 -5.11085 0.61435
C 1.82784 -3.81320 1.06012
N 1.32497 -2.88793 0.27083
C 1.02621 -3.16290 -1.03192
C 1.29138 -4.45552 -1.56381
C 1.83573 -5.42357 -0.69060
C 1.02941 -4.72891 -2.91867
C 0.58670 -3.71581 -3.72837
C 0.33450 -2.43244 -3.23580
C 0.46630 -2.11344 -1.88309
N 0.20392 -0.93201 -1.27857
C -0.30545 0.21879 -1.80427
C -1.05349 0.35720 -2.96836
C -1.37671 1.61274 -3.49978
C -1.02345 2.76893 -2.85926
C -0.44764 2.69680 -1.57497
C -0.27021 3.84107 -0.76640
C 0.20635 3.71610 0.51020
C 0.56026 2.44185 0.96570
N 0.43279 1.35793 0.23047
C -0.08876 1.43539 -1.02882
H 2.51472 -5.83832 1.29619
H 2.03040 -3.51626 2.08270
H 2.04925 -6.41066 -1.08154
H 1.19920 -5.72643 -3.30114
H 0.41890 -3.91003 -4.78010
H 0.03716 -1.67252 -3.93825
H -1.42741 -0.51979 -3.47187
H -1.92424 1.66235 -4.43247
H -1.21918 3.73889 -3.29810
H -0.54221 4.80955 -1.17061
H 0.29121 4.56753 1.16999
H 0.97040 2.30866 1.96064
C 0.04608 -1.32961 4.66651
C 1.48123 -0.85241 4.72950
O 2.12187 -0.97112 3.46025
C 3.53040 -0.86256 3.61729
C 4.23261 -0.87665 2.28144
H -0.32273 -1.49576 5.67799
H -0.02732 -2.26155 4.10591
H -0.59088 -0.58486 4.19564
H 2.03810 -1.45329 5.45935
H 1.52637 0.19160 5.06169
H 3.88200 -1.69720 4.23874
H 3.76524 0.07310 4.14113
H 4.05362 -1.81403 1.75260
H 5.30586 -0.76373 2.43235
H 3.87265 -0.05071 1.67568
F -3.85457 -0.57447 0.10962
C -4.15552 0.72740 0.09246
C -4.91175 1.21603 -0.93211
F -5.32081 0.37439 -1.87628
C -5.23395 2.59046 -1.04630
C -4.80294 3.38854 0.04116
C -4.09986 2.88209 1.09781
F -3.70798 3.72042 2.05790
C -3.69409 1.53580 1.15154
C -2.81142 1.02176 2.15095
C -1.97994 -0.06507 1.92603
N -1.22495 -0.93611 1.75423
C -2.54931 1.66139 3.38827
N -2.27833 2.11717 4.41307
F -5.05628 4.69629 0.04133
C -5.87459 3.13298 -2.18300
C -6.35480 2.35395 -3.26250
N -6.76496 1.79304 -4.18271
C -6.01131 4.52511 -2.40654
N -6.08783 5.64672 -2.66249
N 3.83708 -0.84936 -1.25941
C 4.91833 -0.24359 -1.79086
C 4.78989 1.09626 -1.51577
C 3.57847 1.20044 -0.81127
N 3.01357 0.01275 -0.65839
H 3.60041 -1.82703 -1.28897
H 5.69404 -0.79490 -2.29326
H 5.46099 1.89256 -1.78264
H 3.10770 2.08364 -0.41167
*
```

The molecular weight is 889.26 g/mol. For the LUMO energy (spin up / spin down), the calculation gives -0.70 / -2.11 eV. The value obtained for the energy above the lowest of the compared OMol25 structures with the same formula, charge and spin is 11.4 kcal per mole. Its HOMO energy (spin up / spin down) is -7.2 / -7.3 eV. The expectation value of S² is 0.794. As for the gap between HOMO and LUMO (spin up / spin down): 0.240 / 0.189 Eh.